# C31H23BCl7CsN8O2S

A molecular structure, C31H23BCl7CsN8O2S at a distorted geometry (ωB97M-V with the def2-TZVPD basis set, OMol25).

```
74
Properties=species:S:1:pos:R:3
Cs -0.29 -1.29 -0.14
C -2.85 -2.36 2.18
C -2.04 -1.91 3.24
N -1.89 -0.58 3.26
N -2.57 -0.14 2.18
C -3.22 -1.13 1.56
B -2.79 1.43 1.95
N -1.46 2.06 1.25
C -0.52 2.81 1.78
C 0.50 2.97 0.84
C 0.06 2.21 -0.23
N -1.12 1.67 0.02
N -4.08 1.65 1.22
C -5.16 2.11 1.89
C -6.28 1.98 1.06
C -5.76 1.45 -0.13
N -4.44 1.27 -0.04
H -3.06 -3.44 1.82
H -1.37 -2.46 3.86
H -3.90 -0.91 0.70
H -2.83 1.99 3.01
H -0.65 3.18 2.79
H 1.32 3.67 0.94
H 0.54 2.06 -1.23
H -5.00 2.30 2.96
H -7.30 2.33 1.34
H -6.19 1.19 -1.13
Cl -1.85 0.57 -3.49
C -1.90 2.21 -2.77
Cl -2.76 3.43 -3.73
H -0.92 2.56 -2.55
H -2.40 2.13 -1.77
Cl 4.78 5.32 2.91
C 4.09 5.98 1.39
C 3.54 5.09 0.55
C 3.02 5.70 -0.56
Cl 2.49 4.74 -1.90
C 2.99 7.03 -0.68
Cl 2.14 7.69 -2.06
C 3.51 7.94 0.23
Cl 3.43 9.65 -0.01
C 4.17 7.36 1.31
Cl 5.03 8.41 2.42
O 4.11 -3.78 0.08
S 3.38 -3.28 -1.10
O 3.91 -3.66 -2.38
N 1.81 -3.58 -0.98
C 1.37 -4.84 -0.85
C 2.18 -5.94 -0.52
C 1.68 -7.28 -0.59
C 0.42 -7.51 -0.77
C -0.45 -6.42 -0.94
C -1.84 -6.70 -1.09
C -2.78 -5.68 -1.10
C -2.21 -4.35 -1.00
N -0.94 -4.06 -0.96
C -0.05 -5.08 -1.01
C 3.28 -1.49 -0.93
C 3.10 -0.65 -2.00
C 2.99 0.75 -1.84
C 3.15 1.28 -0.57
C 3.40 0.49 0.56
C 3.42 -0.87 0.41
H 3.29 -5.83 -0.54
H 2.49 -8.06 -0.56
H 0.08 -8.54 -0.77
H -2.09 -7.74 -1.20
H -3.84 -5.78 -1.22
H -2.85 -3.47 -1.12
H 3.00 -1.11 -2.99
H 2.74 1.39 -2.61
H 3.16 2.37 -0.34
H 3.41 1.02 1.47
H 3.66 -1.54 1.24
```

The energy comes out at -5448.27074 Ha. As for the net charge: -2.

How positive or negative is each atom? The Löwdin charges in e answer that: atom 1 (Cs): 0.978, atom 2 (C): -0.120, atom 3 (C): -0.223, atom 4 (N): 0.058, atom 5 (N): -0.089, atom 6 (C): -0.184, atom 7 (B): -0.489, atom 8 (N): -0.051, atom 9 (C): -0.098, atom 10 (C): -0.055, atom 11 (C): -0.254, atom 12 (N): -0.067, atom 13 (N): -0.056, atom 14 (C): -0.102, atom 15 (C): -0.099, atom 16 (C): -0.186, atom 17 (N): 0.052, atom 18 (H): 0.108, atom 19 (H): 0.087, atom 20 (H): 0.118, atom 21 (H): 0.102, atom 22 (H): 0.119, atom 23 (H): 0.068, atom 24 (H): 0.097, atom 25 (H): 0.115, atom 26 (H): 0.089, atom 27 (H): 0.104, atom 28 (Cl): 0.480, atom 29 (C): -1.030, atom 30 (Cl): 0.491, atom 31 (H): -0.015, atom 32 (H): 0.006, atom 33 (Cl): 0.516, atom 34 (C): -0.722, atom 35 (C): -0.148, atom 36 (C): -0.774, atom 37 (Cl): 0.633, atom 38 (C): -0.720, atom 39 (Cl): 0.591, atom 40 (C): -0.723, atom 41 (Cl): 0.615, atom 42 (C): -0.709, atom 43 (Cl): 0.585, atom 44 (O): -0.360, atom 45 (S): 0.586, atom 46 (O): -0.329, atom 47 (N): -0.178, atom 48 (C): -0.308, atom 49 (C): -0.024, atom 50 (C): -0.125, atom 51 (C): -0.125, atom 52 (C): -0.169, atom 53 (C): -0.028, atom 54 (C): -0.043, atom 55 (C): -0.176, atom 56 (N): -0.015, atom 57 (C): -0.171, atom 58 (C): -0.298, atom 59 (C): -0.088, atom 60 (C): -0.072, atom 61 (C): -0.100, atom 62 (C): -0.080, atom 63 (C): -0.058, atom 64 (H): 0.095, atom 65 (H): 0.116, atom 66 (H): 0.101, atom 67 (H): 0.099, atom 68 (H): 0.085, atom 69 (H): 0.098, atom 70 (H): 0.118, atom 71 (H): 0.075, atom 72 (H): 0.075, atom 73 (H): 0.099, atom 74 (H): 0.101

---

# C31H23F2N5O7S2Zr

A molecular structure, C31H23F2N5O7S2Zr (ωB97M-V with the def2-TZVPD basis set, OMol25).

```
71
Properties=species:S:1:pos:R:3
Zr 0.22 -0.42 -0.42
O 4.06 0.59 1.59
C 2.81 0.41 1.24
O 2.37 0.54 0.11
C 1.88 0.07 2.36
C 2.19 0.01 3.70
C 1.15 -0.19 4.60
C -0.16 -0.26 4.14
C -0.36 -0.19 2.78
N 0.64 -0.07 1.91
C -1.68 -0.12 2.08
O -2.73 -0.08 2.85
O -1.72 -0.04 0.86
H 4.60 0.81 0.81
H 3.21 0.13 4.03
H 1.35 -0.24 5.67
H -1.00 -0.36 4.82
H -3.54 -0.02 2.33
F 1.95 -0.92 -5.66
C 1.58 -0.07 -4.70
C 1.31 -0.56 -3.44
C 0.93 0.31 -2.43
C 0.81 1.68 -2.71
C 1.07 2.12 -4.00
F 0.93 3.41 -4.33
C 1.46 1.27 -5.02
C 0.40 2.56 -1.60
C 0.44 3.95 -1.64
C 0.05 4.69 -0.54
C -0.37 4.02 0.61
C -0.38 2.65 0.59
N 0.00 1.91 -0.47
H 1.40 -1.63 -3.28
H 1.65 1.64 -6.01
H 0.77 4.45 -2.53
H 0.07 5.77 -0.58
H -0.69 4.56 1.49
H -0.69 2.12 1.47
O -1.55 -2.77 2.24
C -1.79 -2.82 1.05
N -0.88 -2.51 0.06
S -1.55 -2.58 -1.40
O -1.30 -1.18 -1.86
O -1.06 -3.59 -2.27
C -3.19 -2.92 -0.90
C -4.33 -3.11 -1.65
C -5.47 -3.50 -0.96
C -5.45 -3.70 0.42
C -4.28 -3.52 1.15
C -3.14 -3.12 0.47
H -4.34 -2.97 -2.72
H -6.39 -3.65 -1.50
H -6.35 -4.01 0.92
H -4.25 -3.68 2.22
C 0.42 -6.89 -1.24
C 0.74 -5.86 -0.22
C 0.56 -5.98 1.14
C 0.91 -4.91 1.96
N 1.42 -3.77 1.47
C 1.55 -3.65 0.17
S 2.14 -2.20 -0.57
N 1.25 -4.68 -0.66
C 0.72 -4.97 3.44
H 0.04 -7.79 -0.77
H 1.31 -7.15 -1.81
H -0.32 -6.51 -1.93
H 0.17 -6.90 1.55
H 1.33 -4.52 -1.65
H 0.48 -5.97 3.78
H -0.09 -4.29 3.70
H 1.62 -4.61 3.94
```

The energy comes out at -3038.49729 Ha. As for the net charge: +2.

How positive or negative is each atom? The Löwdin charges in e answer that: atom 1 (Zr): 1.673, atom 2 (O): 0.212, atom 3 (C): -0.466, atom 4 (O): -0.059, atom 5 (C): -0.144, atom 6 (C): 0.077, atom 7 (C): 0.035, atom 8 (C): 0.075, atom 9 (C): -0.170, atom 10 (N): 0.083, atom 11 (C): -0.468, atom 12 (O): 0.218, atom 13 (O): -0.013, atom 14 (H): 0.174, atom 15 (H): 0.142, atom 16 (H): 0.135, atom 17 (H): 0.144, atom 18 (H): 0.175, atom 19 (F): 0.101, atom 20 (C): -0.254, atom 21 (C): -0.062, atom 22 (C): -0.223, atom 23 (C): -0.126, atom 24 (C): -0.198, atom 25 (F): 0.085, atom 26 (C): 0.099, atom 27 (C): -0.172, atom 28 (C): 0.034, atom 29 (C): -0.008, atom 30 (C): -0.028, atom 31 (C): -0.114, atom 32 (N): -0.008, atom 33 (H): 0.081, atom 34 (H): 0.147, atom 35 (H): 0.119, atom 36 (H): 0.128, atom 37 (H): 0.119, atom 38 (H): 0.095, atom 39 (O): 0.085, atom 40 (C): -0.479, atom 41 (N): -0.194, atom 42 (S): 0.689, atom 43 (O): -0.399, atom 44 (O): -0.242, atom 45 (C): -0.214, atom 46 (C): 0.000, atom 47 (C): -0.024, atom 48 (C): -0.022, atom 49 (C): 0.020, atom 50 (C): -0.134, atom 51 (H): 0.135, atom 52 (H): 0.125, atom 53 (H): 0.123, atom 54 (H): 0.132, atom 55 (C): 0.024, atom 56 (C): -0.225, atom 57 (C): 0.066, atom 58 (C): -0.269, atom 59 (N): 0.135, atom 60 (C): -0.723, atom 61 (S): 0.752, atom 62 (N): 0.130, atom 63 (C): 0.000, atom 64 (H): 0.099, atom 65 (H): 0.110, atom 66 (H): 0.100, atom 67 (H): 0.136, atom 68 (H): 0.154, atom 69 (H): 0.092, atom 70 (H): 0.083, atom 71 (H): 0.098

---

Across the entries above, HOMO takes the values -3.2, -13.2 eV, respectively.